Below is C4H9N3S in the gas phase at a distorted geometry, with properties calculated with ωB97M-V/def2-TZVPD.

The energy relative to the best compared isomer or geometry (same formula, charge and spin) comes out at 2.8309 eV. For the HOMO energy, the calculation gives -8.6 eV. The frontier orbital gap is 8.835 eV. As for the SMILES: [H]/N=C\NN(C=S)CC. The calculation puts the LUMO energy at 0.2846 eV.

Geometry as ORCA input:
```
! RIJCOSX wB97M-V def2-TZVPD def2/J DEFGRID3
* xyz 0 1
C 0.79 1.94 -0.51
C 1.20 0.85 0.50
C -1.82 -0.77 -0.38
C 1.03 -1.60 -0.12
H 1.02 1.50 -1.51
H 1.20 2.97 -0.36
H -0.37 1.94 -0.56
H 2.27 0.70 0.68
H 0.77 1.20 1.49
H -1.07 -0.58 1.60
H -1.58 -0.29 -1.34
H -3.01 -1.63 0.70
H 0.40 -2.46 -0.43
N 0.42 -0.44 0.11
N -0.97 -0.48 0.56
N -2.93 -1.28 -0.29
S 2.66 -1.56 -0.17
*
```